Computed, not measured: a 2-piece molecular cluster, C4H4F3I overall at a distorted geometry, with the ωB97M-V functional and the def2-TZVPD basis.

```
12
Properties=species:S:1:pos:R:3:forces:R:3:lowdin_charge:R:1
F -2.263189 0.865719 0.796713 0.611 0.123 -0.531 0.0833
C -1.680774 0.814219 -0.412021 -2.025 0.503 1.347 -0.4067
F -2.552774 0.263455 -1.239583 1.049 -0.061 -0.276 0.1513
C -0.553257 1.448641 -0.658500 0.997 -0.307 0.729 -0.7333
F 0.121131 1.235456 -1.771593 -0.108 0.046 -1.293 -0.0133
I 0.707680 2.366748 0.730626 -0.742 0.216 0.096 0.9989
C 1.387724 -0.953190 -0.064422 1.672 0.199 -2.352 -0.1584
C 0.611346 -1.353584 0.918059 -0.641 -1.576 1.024 -0.1196
H 1.919822 0.048629 -0.121230 -0.511 -1.614 0.681 -0.0054
H 1.648218 -1.571517 -0.984284 -1.029 0.757 1.124 0.0768
H -0.041263 -2.298417 0.914258 1.367 1.385 -0.191 0.0843
H 0.695336 -0.866158 1.891976 -0.641 0.327 -0.357 0.0421
```
Positions in Å, forces in eV/Å.

For the energy relative to the best compared isomer or geometry (same formula, charge and spin), the calculation gives 229.4 kJ/mol. Its total energy is -751.9954 Eh. The calculation puts the HOMO energy at -0.347 Ha. As for the gap between HOMO and LUMO: 9.5 eV. The calculation puts the LUMO energy at 0.1 eV.